(A)
14
Properties=species:S:1:pos:R:3 method="wB97M-V/def2-TZVPD" e_lumo_ev="-2.5 / -2.5" charge=0
C 0.345 -0.541 -0.275
C -0.155 0.904 -0.412
C -0.620 -1.708 -0.401
C -0.486 2.030 0.478
N 1.011 -0.136 -1.509
N 0.489 0.992 -1.651
Cl -2.800 0.421 -0.961
H 1.118 -0.646 0.486
H -1.390 -1.649 0.265
H 0.033 -2.659 -0.349
H -1.105 -1.578 -1.387
H -1.476 2.025 0.936
H -0.265 2.926 -0.090
H 0.300 1.990 1.391

=====

(B)
14
Properties=species:S:1:pos:R:3 method="wB97M-V/def2-TZVPD" e_lumo_ev=1.0 charge=0 smiles="C=NN1CC(Cl)C1"
C -1.641 0.259 0.510
C -0.397 -0.757 0.375
C -0.677 1.259 -0.211
C 2.316 -0.627 -0.376
H -1.842 0.444 1.527
H -0.429 -1.380 -0.606
H -0.118 -1.364 1.230
H -0.653 2.289 0.273
H -0.905 1.431 -1.245
H 2.038 -1.617 0.009
H 3.247 -0.554 -1.024
N 0.449 0.421 0.237
N 1.648 0.482 -0.288
Cl -3.035 -0.285 -0.411

=====

(C)
14
Properties=species:S:1:pos:R:3 method="wB97M-V/def2-TZVPD" e_lumo_ev=0.4 charge=0
C -1.022 -0.778 0.240
C -0.325 0.497 0.090
C -1.031 1.600 0.225
C 1.927 -0.454 -0.499
H -0.421 -1.665 -0.219
H -1.285 -1.225 1.214
H -0.683 2.649 0.435
H -2.128 1.360 0.487
H 0.942 1.322 -0.931
H 2.649 -0.238 -1.301
H 1.166 -1.324 0.798
N 0.942 0.488 -0.497
N 2.062 -1.419 0.311
Cl -2.791 -0.814 -0.354

=====

(D)
14
Properties=species:S:1:pos:R:3 method="wB97M-V/def2-TZVPD" e_lumo_ev=0.9 charge=0 smiles="[H]/N=C1/CCCN1Cl"
C -0.667 0.157 -0.890
C -1.085 -0.392 0.399
C 0.125 -0.421 1.322
C 1.198 0.277 0.560
N -1.267 0.291 -1.940
N 0.708 0.233 -0.868
Cl 1.602 1.100 -1.997
H -2.031 0.013 0.705
H -1.417 -1.470 0.289
H -0.163 0.091 2.284
H 0.224 -1.453 1.639
H 1.405 1.366 0.686
H 2.207 -0.270 0.675
H -0.839 0.478 -2.864

=====

Relative energy of each structure, in kJ/mol: (A) 247.9; (B) 66.5; (C) 25.1; (D) 0.0.

=====

(A)
14
Properties=species:S:1:pos:R:3 method="wB97M-V/def2-TZVPD" e_lumo_ev=0.5 charge=0 smiles="C[C@H](Cl)C1(C)N=N1"
C -0.045 -0.478 -0.741
C 0.355 -1.665 0.170
C 0.312 1.505 0.641
C -0.713 0.659 -0.004
N -0.478 -0.751 -2.097
N 0.600 -0.181 -1.985
Cl -2.024 0.137 0.977
H 0.350 -1.152 1.208
H 1.341 -2.042 -0.062
H -0.269 -2.527 0.154
H 0.764 1.021 1.407
H -0.171 2.412 1.138
H 1.112 1.811 -0.065
H -1.134 1.253 -0.740

=====

(B)
14
Properties=species:S:1:pos:R:3 method="wB97M-V/def2-TZVPD" e_lumo_ev=0.5 charge=0 smiles="ClC1=NN1.C=CC"
C -1.261 -0.038 -2.396
C 1.629 -0.887 1.669
C -0.382 0.602 1.430
C 0.604 -0.091 0.927
N -1.852 0.979 -3.094
N -1.658 0.783 -1.503
Cl -0.383 -1.461 -2.679
H 1.672 -0.553 2.724
H 2.584 -0.583 1.267
H 1.380 -2.005 1.666
H -1.072 1.048 0.885
H -0.419 0.637 2.620
H -1.367 1.875 -3.437
H 0.525 -0.305 -0.078

=====

(C)
14
Properties=species:S:1:pos:R:3 method="wB97M-V/def2-TZVPD" e_lumo_ev=0.8 charge=0 smiles="CN1CN=C[C@H]1Cl"
C -0.482 -0.811 1.636
C 1.266 -0.190 0.471
C -1.083 -0.370 0.245
C 0.101 0.634 -1.589
N 0.760 -0.776 1.721
N 0.143 -0.260 -0.513
Cl -1.913 1.244 0.605
H -0.967 -1.242 2.554
H 1.571 0.790 0.860
H 2.162 -0.724 0.041
H -1.726 -1.051 -0.294
H -1.027 0.611 -1.857
H 0.402 1.793 -1.420
H 0.794 0.353 -2.460

=====

Relative energy of each structure, in kJ/mol: (A) 80.0; (B) 336.2; (C) 0.0.

=====

(A)
9
Properties=species:S:1:pos:R:3 method="wB97M-V/def2-TZVPD" e_lumo_ev="-1.4 / -3.9" charge=0
C 0.797 -0.699 -0.235
O -0.426 0.008 -0.225
Si -1.809 0.328 0.569
Br 4.095 1.728 0.506
Br -2.720 2.135 -0.420
Br -3.448 -1.196 0.650
H 1.331 -0.277 -1.089
H 0.825 -1.661 -0.444
H 1.354 -0.367 0.686

=====

(B)
9
Properties=species:S:1:pos:R:3 method="wB97M-V/def2-TZVPD" e_lumo_ev=0.1 charge=0 smiles=CO[Si](Br)(Br)Br
C -0.229 0.144 -0.171
O -1.528 0.492 -0.478
Si -3.036 -0.044 0.055
Br -4.235 1.340 -1.304
Br -3.596 -2.153 -0.283
Br -3.238 0.487 2.127
H 0.143 -0.749 -0.673
H -0.001 -0.029 0.905
H 0.358 0.993 -0.484

=====

Relative energy of each structure, in kJ/mol: (A) 421.6; (B) 0.0.

=====

(A)
28
Properties=species:S:1:pos:R:3 method="wB97M-V/def2-TZVPD" e_lumo_ev=0.3 charge=0
C 1.673 -1.303 -2.245
C -2.194 -0.622 0.991
C 2.155 -1.377 -1.035
C 3.451 2.207 2.040
C -2.682 -1.053 -0.173
C -2.530 -0.269 -1.492
C 2.620 3.475 1.826
C -3.116 -2.548 -0.282
N 3.121 1.032 1.773
N -2.381 0.970 -1.578
O -2.550 -1.005 -2.628
O 0.432 0.445 1.892
O 2.357 -0.488 -0.102
Si 1.717 0.287 1.144
H 1.737 -2.218 -2.737
H 1.343 -0.385 -2.750
H -2.227 -1.211 1.911
H -1.825 0.380 1.056
H 2.421 -2.306 -0.602
H 4.394 2.345 2.471
H 3.087 4.433 1.897
H 1.998 3.375 0.839
H 1.802 3.358 2.596
H -2.380 -3.120 0.201
H -3.376 -2.909 -1.284
H -3.992 -2.582 0.387
H -2.481 1.473 -0.788
H -2.576 -0.382 -3.329

=====

(B)
28
Properties=species:S:1:pos:R:3 method="wB97M-V/def2-TZVPD" e_lumo_ev=0.0 charge=0
C 3.883 2.271 1.792
C -4.069 -0.797 0.129
C 4.104 0.921 1.715
C 1.807 -1.995 -1.171
C -3.322 0.083 -0.528
C -1.811 0.228 -0.265
C 1.126 -2.353 0.100
C -3.843 1.202 -1.440
N 2.414 -0.916 -1.387
N -1.127 -0.504 0.541
O -1.234 1.215 -0.998
O 1.405 1.641 -0.299
O 3.568 0.118 0.728
Si 2.402 0.509 -0.454
H 4.465 2.856 2.481
H 3.239 2.814 1.169
H -5.093 -0.945 -0.143
H -3.643 -1.572 0.724
H 4.818 0.244 2.221
H 1.881 -2.814 -1.844
H 0.921 -3.385 0.246
H 1.769 -1.844 0.964
H 0.249 -1.779 0.194
H -3.569 1.156 -2.526
H -3.561 2.133 -1.057
H -4.827 1.336 -1.407
H -1.642 -1.138 1.134
H -0.311 1.316 -0.620

=====

Relative energy of each structure, in kJ/mol: (A) 23.8; (B) 0.0.

=====

(A)
46
Properties=species:S:1:pos:R:3 method="wB97M-V/def2-TZVPD" e_lumo_ev=0.4 charge=0
C -0.758 -0.075 -0.091
C 0.508 -0.760 -0.686
C -1.881 -1.091 -0.041
C -3.255 -0.487 0.359
C -4.117 0.144 -0.748
C -6.398 -0.126 0.109
C 2.015 0.940 0.537
C 2.364 2.270 -0.182
C 3.083 0.416 1.470
C 4.292 -0.166 0.701
C 4.394 -1.559 0.570
C 5.318 0.640 0.227
C 5.447 -2.151 -0.105
C 6.413 0.016 -0.391
C 6.507 -1.342 -0.543
H -1.794 1.671 -0.663
H -1.030 0.857 -1.898
H -0.528 0.282 0.945
H -1.915 -1.669 -1.013
H -1.576 -1.852 0.701
H -3.871 -1.306 0.803
H -3.117 0.203 1.187
H -3.573 0.964 -1.238
H -4.301 -0.646 -1.524
H -5.222 1.496 0.402
H -7.156 -1.854 0.318
H -7.732 1.457 0.316
H -8.320 -0.006 0.778
H 2.520 -0.565 -0.741
H 1.136 1.218 1.157
H 3.414 1.252 2.133
H 2.600 -0.344 2.122
H 3.637 -2.182 1.029
H 5.246 1.726 0.368
H 5.471 -3.270 -0.125
H 7.207 0.665 -0.778
H 7.388 -1.720 -1.088
H 0.645 2.166 -1.003
N -0.921 1.165 -0.919
N -5.332 0.719 -0.265
N -6.325 -1.411 -0.024
N -7.483 0.561 0.663
N 1.677 -0.115 -0.409
O 0.547 -1.759 -1.423
O 3.328 2.928 0.049
O 1.446 2.703 -1.045

=====

(B)
46
Properties=species:S:1:pos:R:3 method="wB97M-V/def2-TZVPD" e_lumo_ev=0.4 charge=0 smiles="[H]/N=C(/N)NCCC[C@H](N)C(=O)N[C@@H](Cc1ccccc1)C(=O)O"
C -0.947 0.379 1.158
C -1.597 1.519 0.342
C -1.998 -0.604 1.665
C -2.645 -1.417 0.548
C -3.704 -2.407 1.059
C -2.328 -4.394 1.590
C 0.657 2.198 -0.629
C 1.288 3.383 0.132
C 1.047 2.207 -2.119
C 2.462 1.753 -2.346
C 3.533 2.652 -2.335
C 2.731 0.400 -2.563
C 4.842 2.217 -2.518
C 4.046 -0.045 -2.747
C 5.099 0.871 -2.729
H -0.819 1.465 2.913
H 0.354 0.308 2.727
H -0.258 -0.156 0.523
H -2.778 -0.042 2.200
H -1.493 -1.252 2.363
H -3.161 -0.729 -0.162
H -1.851 -1.988 -0.030
H -4.517 -1.845 1.554
H -4.179 -2.945 0.240
H -2.996 -3.034 2.905
H -2.433 -4.104 -0.286
H -1.231 -5.860 2.369
H -2.463 -5.298 3.372
H -1.288 3.014 -0.930
H 1.016 1.286 -0.179
H 0.881 3.230 -2.481
H 0.366 1.557 -2.643
H 3.304 3.702 -2.145
H 1.896 -0.311 -2.600
H 5.649 2.959 -2.506
H 4.227 -1.099 -2.924
H 6.139 0.532 -2.885
H 0.871 2.402 1.769
N -0.162 1.021 2.230
N -3.211 -3.399 1.996
N -2.010 -4.737 0.401
N -1.764 -5.059 2.693
N -0.789 2.263 -0.454
O -2.793 1.755 0.432
O 1.718 4.374 -0.429
O 1.289 3.276 1.459

=====

Relative energy of each structure, in kJ/mol: (A) 66.5; (B) 0.0.

=====

(A)
8
Properties=species:S:1:pos:R:3 method="wB97M-V/def2-TZVPD" e_lumo_ev=-0.9 charge=0
C 4.139 -0.012 0.126
N -0.829 -0.876 0.169
O 4.139 -0.544 1.141
O 1.585 -0.387 -0.127
F 4.094 -0.514 -1.107
F 4.318 1.262 -0.027
S 0.548 -1.434 -0.006
H -1.040 0.098 0.265

=====

(B)
8
Properties=species:S:1:pos:R:3 method="wB97M-V/def2-TZVPD" e_lumo_ev=-1.2 charge=0
C -0.426 0.163 0.151
N 2.491 -0.012 -0.780
O 0.480 -0.245 0.984
O -1.601 -0.407 0.497
F -0.198 -0.152 -1.232
F -0.483 1.558 0.055
S 2.158 -0.486 0.510
H -2.421 -0.419 -0.185

=====

Relative energy of each structure, in kJ/mol: (A) 0.0; (B) 107.8.

=====

(A)
27
Properties=species:S:1:pos:R:3 method="wB97M-V/def2-TZVPD" e_lumo_ev=-3.5 charge=+1
C -0.418 0.954 3.489
C -1.591 0.978 2.779
C 0.730 0.626 2.706
C -1.575 0.645 1.409
C -0.047 2.894 -1.079
C 1.303 0.000 -2.070
C 0.914 2.189 -1.230
C -0.671 -2.931 -1.005
C 1.957 1.156 -1.393
C -0.223 -1.866 -1.978
N 0.714 0.297 1.432
N 0.540 -0.761 -1.424
N -0.481 0.245 0.809
H -0.273 1.012 4.567
H -2.507 1.106 3.445
H 1.760 0.580 3.054
H -2.626 0.590 0.842
H 0.169 -0.391 -0.441
H -0.905 3.486 -1.080
H 1.555 -0.282 -3.085
H 0.187 -3.643 -0.961
H -1.040 -2.413 -0.009
H -1.528 -3.365 -1.482
H 1.970 0.778 -0.248
H 2.799 1.723 -1.817
H -1.071 -1.346 -2.358
H 0.358 -2.260 -2.872

=====

(B)
27
Properties=species:S:1:pos:R:3 method="wB97M-V/def2-TZVPD" e_lumo_ev="-4.3 / -4.3" charge=+1
C 1.225 2.631 1.734
C 1.342 1.735 2.796
C 0.505 2.171 0.558
C 0.889 0.439 2.572
C -0.161 0.979 0.473
C 0.145 0.057 1.521
C -1.100 0.709 -0.814
C -0.277 -1.310 1.274
C -0.342 0.041 -1.856
C -0.671 0.193 -3.273
N -0.560 -3.542 1.565
N -0.263 -2.403 2.018
N 0.535 -0.853 -1.536
H 1.575 3.608 1.833
H 1.763 1.948 3.708
H 0.378 2.948 -0.251
H 0.963 -0.156 3.465
H -2.051 0.180 -0.553
H -1.359 1.689 -1.137
H -0.662 -1.562 0.296
H 0.056 0.436 -4.075
H -1.466 1.046 -3.452
H -1.239 -0.654 -3.530
H -0.720 -4.312 2.341
H 0.774 -1.048 -0.575
H 0.999 -1.222 -2.318
H -0.064 -2.135 3.093

=====

Relative energy of each structure, in kJ/mol: (A) 73.1; (B) 0.0.

=====

(A)
12
Properties=species:S:1:pos:R:3 method="wB97M-V/def2-TZVPD" e_lumo_ev=-0.1 charge=0
C 0.119 0.751 0.047
C -1.111 0.369 -0.692
N -0.824 -1.647 1.273
O 2.299 -0.032 1.193
S 1.468 -0.432 0.067
Cl -1.746 -1.260 0.012
Cl 2.395 0.640 -1.560
H 0.582 1.728 -0.168
H -0.193 0.801 1.119
H -0.883 0.309 -1.759
H -1.923 1.086 -0.354
H -0.183 -2.311 0.823

=====

(B)
12
Properties=species:S:1:pos:R:3 method="wB97M-V/def2-TZVPD" e_lumo_ev=-0.3 charge=0
C 0.054 0.821 -0.389
C -0.973 -0.278 -0.026
N 1.153 -0.202 1.598
O -2.280 0.108 -0.233
S 1.761 0.298 0.295
Cl -0.631 -1.709 -1.071
Cl 2.392 -1.373 -1.031
H -0.020 1.197 -1.408
H -0.102 1.663 0.171
H -2.247 0.519 -1.164
H -0.822 -0.698 0.931
H 1.715 -0.345 2.326

=====

Relative energy of each structure, in kJ/mol: (A) 234.4; (B) 0.0.